ORCA calculation (wB97M-V/def2-TZVPD) on a molecular structure, C26H76O13Sn at a distorted geometry.

Last column: Mulliken charge in e.
CARTESIAN COORDINATES (ANGSTROEM)
Sn 0.1718 -0.1297 0.0959  0.7004
C -0.8013 0.4242 -4.4979  -0.8643
C 0.3182 -0.5752 -4.1572  -0.7851
O 1.2105 -0.1791 -3.1013  -0.7635
H -1.4260 0.5707 -3.6168  -0.1117
H -1.4674 -0.0684 -5.2063  0.4110
H -0.5078 1.4173 -4.8379  0.2522
H 0.8870 -0.7612 -5.0681  0.3941
H -0.1283 -1.5405 -3.9182  0.4397
C -3.6756 -1.8724 3.9821  -1.0486
C -3.0434 -2.4490 2.6722  -0.6207
O -2.3732 -1.5498 1.8205  -0.0404
H -4.4651 -1.1592 3.7454  0.0895
H -2.8963 -1.4382 4.6084  0.0878
H -4.0898 -2.5714 4.7086  0.4255
H -3.8463 -2.9709 2.1517  0.4427
H -2.3915 -3.2577 3.0028  0.3490
C 3.8489 -2.4000 1.7373  -1.0090
C 2.7422 -3.2213 1.0015  -0.0979
O 2.2083 -2.3284 0.0622  0.5393
H 3.4642 -1.4846 2.1869  -0.1037
H 4.6261 -2.1477 1.0159  0.3731
H 4.3195 -2.9543 2.5493  0.4344
H 2.0102 -3.5690 1.7305  0.0352
H 3.0272 -4.1495 0.5063  0.4533
H 2.5089 -2.5024 -0.8328  -0.0428
C 3.5613 -4.5982 -3.1022  -1.1842
C 3.1813 -3.2055 -3.7153  -0.2107
O 2.9660 -2.4422 -2.5693  -0.5332
H 3.6646 -5.2913 -3.9371  0.4099
H 2.7911 -4.9934 -2.4398  0.2289
H 4.4988 -4.6214 -2.5467  0.2913
H 2.2472 -3.3476 -4.2587  0.2565
H 3.9190 -2.7472 -4.3739  0.3009
H 2.4708 -1.6538 -2.8034  0.1032
C 3.0527 3.4430 2.1086  -1.3577
C 1.6938 2.7708 2.2583  0.4672
O 1.9376 1.3671 2.1016  -0.2814
H 3.7784 3.1886 2.8811  0.4913
H 2.9741 4.5176 2.2735  0.4139
H 3.4307 3.3144 1.0944  0.1054
H 0.9533 3.0942 1.5268  -0.1676
H 1.2572 2.8547 3.2535  0.1653
H 2.7115 1.1931 2.6424  0.0838
C -1.8639 3.4325 0.1317  -0.6474
C -1.0116 3.5315 -1.1219  -0.5847
O 0.1666 2.8036 -0.8517  0.3114
H -2.8307 3.8142 -0.1966  0.4505
H -1.4828 4.1578 0.8506  0.4920
H -1.9575 2.4307 0.5510  -0.2273
H -0.7856 4.5880 -1.2661  0.5053
H -1.4636 3.0429 -1.9851  0.1863
H 0.7498 3.0283 -1.5804  -0.0193
C -5.8844 2.3415 1.2978  -1.4069
C -5.1380 1.2123 2.0449  -0.0100
O -4.2794 0.7491 1.0358  -0.5628
H -6.6601 2.7947 1.9150  0.4062
H -6.3630 1.9850 0.3857  0.3377
H -5.1389 3.0896 1.0284  0.2250
H -5.7908 0.4107 2.3905  0.3415
H -4.5732 1.6209 2.8828  0.1819
H -3.6943 0.1149 1.4564  -0.1730
C -4.2200 -0.0233 -2.8350  -1.2134
C -3.1649 -0.6294 -1.8612  -0.1791
O -2.7043 0.4452 -1.0493  0.5571
H -4.8456 0.7236 -2.3462  0.2285
H -4.8721 -0.8114 -3.2117  0.3925
H -3.7703 0.4967 -3.6808  0.2943
H -2.3203 -1.0283 -2.4230  0.1794
H -3.7147 -1.2748 -1.1762  0.3454
H -3.4391 0.5890 -0.4485  0.2355
C 1.8528 -2.2338 4.7178  -1.4564
C 0.6870 -1.4400 4.1954  0.3512
O 0.3870 -1.8140 2.9116  0.2160
H 2.8124 -1.7864 4.4588  0.2707
H 1.9306 -3.2730 4.3982  0.3093
H 1.8818 -2.2156 5.8072  0.4280
H 0.8142 -0.3610 4.2832  0.0284
H -0.1646 -1.6961 4.8257  0.1957
H -0.5655 -1.7880 2.7944  -0.3614
C -1.4399 -5.2551 0.3368  -1.5643
C -0.5209 -4.0713 0.1214  0.8176
O -1.2737 -3.0170 -0.3729  -0.3540
H -2.4765 -5.0375 0.5943  0.3555
H -1.0747 -5.9778 1.0665  0.3910
H -1.4110 -5.8195 -0.5952  0.4092
H 0.3636 -4.2415 -0.4925  0.1569
H -0.0353 -3.7419 1.0400  -0.4038
H -1.8631 -2.6924 0.3119  -0.0066
C 4.8528 1.0717 -2.3993  -1.3282
C 3.9708 1.7420 -1.3766  0.0154
O 2.7742 1.0153 -1.1715  0.5379
H 5.3061 0.1715 -1.9841  0.3143
H 5.6968 1.6755 -2.7327  0.3740
H 4.3205 0.7857 -3.3064  0.2372
H 3.8100 2.7685 -1.7058  0.1388
H 4.4883 1.7526 -0.4173  0.3035
H 2.3489 0.8323 -2.0124  -0.3088
C -2.1355 3.0325 3.7754  -1.2003
C -1.7224 1.5627 3.9200  -0.2782
O -1.3774 0.9800 2.6940  0.9049
H -2.6280 3.3927 4.6786  0.4085
H -2.8165 3.0988 2.9268  0.1178
H -1.2653 3.6326 3.5095  0.2672
H -2.6167 1.0318 4.2462  0.2875
H -0.9629 1.4133 4.6873  0.2808
H -1.8446 0.1437 2.6316  -0.5863
C 2.6604 4.5486 -4.3589  -1.2530
C 1.9550 3.2127 -4.6221  -0.2346
O 1.3584 2.7910 -3.4316  -0.3390
H 2.0279 5.3443 -3.9652  0.2795
H 3.1006 4.9284 -5.2808  0.4179
H 3.5172 4.3840 -3.7056  0.2451
H 2.5996 2.3711 -4.8756  0.3064
H 1.1897 3.3260 -5.3899  0.3322
H 1.2204 1.8413 -3.4088  -0.1931

Computed properties:
- Frontier orbital gap: 7.414 eV
- Relative energy (zero: lowest compared OMol25 entry of this formula, charge and spin): 0.0 kJ/mol
- Charge: 0
- Multiplicity: 1
- Maximum force: 2.53 eV Å⁻¹